No. 1
The following is a quantum chemistry calculation of a molecular structure, C25H44MoO2P2, from the Open Molecules 2025 dataset.

XYZ file:
```
74
Properties=species:S:1:pos:R:3:forces:R:3
Mo -1.18407 1.16219 0.35670 -3.137 -5.089 -1.913
C -2.00073 -1.44715 1.00728 0.344 0.766 0.701
C -1.40812 -0.53182 1.96299 -0.847 -0.365 -0.007
C -3.36493 0.42555 1.15117 0.744 0.145 1.114
C -3.18912 -0.85184 0.52025 0.270 0.858 -0.154
C -2.31536 0.59372 2.14611 -1.005 -0.407 -0.647
C -1.58218 -2.87077 0.85637 0.456 -0.172 -0.577
H -0.58432 -3.03858 1.27213 -0.214 0.053 0.006
H -1.53511 -3.18747 -0.19357 -0.170 0.065 0.233
H -2.27795 -3.54509 1.38009 0.073 0.334 -0.114
C -4.22878 -1.46438 -0.34070 -0.059 -0.271 -0.326
H -3.95080 -2.46267 -0.68320 -0.005 0.081 0.113
H -4.45459 -0.86426 -1.23014 0.083 0.034 0.285
H -5.15503 -1.54236 0.24591 0.136 -0.010 -0.148
C -4.57786 1.28578 1.06383 -0.178 0.266 -0.368
H -5.47572 0.74296 1.40057 0.294 0.116 -0.070
H -4.74830 1.60107 0.02335 -0.070 -0.075 0.336
H -4.46275 2.17810 1.69032 -0.141 -0.213 -0.208
C -2.43150 1.44359 3.37420 -0.047 0.192 0.236
H -3.02449 0.94541 4.15545 0.109 0.001 -0.291
H -2.92196 2.39238 3.15038 0.034 -0.040 0.085
H -1.46112 1.65874 3.81618 -0.047 -0.043 0.053
C -0.29629 -0.86018 2.90676 0.699 0.011 -0.294
H -0.60242 -1.51134 3.74649 -0.146 0.279 -0.426
H 0.13255 0.04997 3.33708 -0.098 -0.145 0.065
H 0.51438 -1.37037 2.36951 -0.192 0.060 0.258
C 3.20154 -4.28926 -2.09971 0.161 -0.340 -0.055
C 4.45682 -4.24529 -1.64689 0.108 -0.169 0.181
C 5.27938 -3.09576 -1.10187 -0.104 0.318 -0.068
C 4.57083 -1.73459 -0.86741 0.928 0.234 -0.821
C 3.54885 -1.72063 0.19155 -1.276 -0.204 0.825
C 2.37562 -2.37590 0.25373 -0.162 1.519 0.238
C 1.47755 -2.72718 -0.89148 0.135 -1.276 -0.406
C 2.18535 -3.17808 -2.18715 -0.374 0.243 -0.398
H 6.07471 -2.90320 -1.85245 -0.217 -0.153 0.500
H 4.21378 -1.39012 -1.84654 0.007 0.129 0.201
H 5.77535 -3.38005 -0.15646 -0.146 -0.114 -0.445
H 2.60982 -2.29645 -2.68430 -0.109 -0.233 0.011
H 2.84050 -5.22536 -2.56191 0.402 0.381 0.526
H 5.04226 -5.17403 -1.69753 -0.316 0.328 -0.053
H 1.39908 -3.57213 -2.84365 0.103 0.394 -0.037
H 0.74855 -3.51791 -0.61572 0.433 0.438 -0.001
H 1.86906 -2.32722 1.22199 0.045 0.062 -0.168
H 0.89031 -1.81161 -1.13199 0.082 -0.422 0.155
H 5.33737 -1.02471 -0.52005 0.002 -0.193 -0.488
H 3.74582 -1.02196 1.01805 0.376 -1.000 0.237
P 1.00677 1.47945 -0.64273 2.891 0.692 -1.585
C 1.44699 1.01166 -2.36063 -0.608 -0.236 -0.524
C 2.77824 1.61302 -0.20805 0.475 -0.693 0.678
P -0.42155 3.10698 1.10298 2.567 4.531 -0.068
C 0.63402 3.32667 -0.47009 -0.165 -0.991 0.613
C 0.76519 2.76461 2.45752 -0.130 -0.305 -0.026
C -0.84322 4.82734 1.41002 -1.048 0.616 0.289
H 0.62193 0.54987 -2.91235 0.284 0.274 0.073
H 2.32384 0.34031 -2.37486 -0.456 0.280 0.280
H 1.72709 1.96642 -2.81804 -0.082 -0.240 -0.224
H 3.19420 2.31728 -0.93061 -0.155 0.076 0.015
H 3.32911 0.66121 -0.34195 -0.550 0.497 0.293
H 2.92123 2.01352 0.78604 0.267 -0.010 0.236
H 0.06768 5.40274 1.67057 -0.440 -0.472 -0.104
H -1.57492 4.88620 2.23161 0.280 0.241 -0.234
H -1.28819 5.27312 0.50110 0.128 -0.262 0.460
H 0.02152 3.66287 -1.31799 0.124 0.142 0.373
H 1.53837 3.94872 -0.27183 -0.645 -0.410 -0.331
H 0.19887 2.62953 3.38795 0.232 0.234 -0.221
H 1.42200 3.63430 2.52691 0.018 -0.116 0.102
H 1.35148 1.86017 2.28854 -0.011 0.068 0.038
C -3.79200 1.48705 -3.38854 -1.284 -0.129 -0.437
O -3.30647 1.17519 -2.06325 1.698 0.242 0.514
C -2.00355 1.50028 -1.86240 -0.366 0.155 -0.746
O -1.31151 1.97422 -2.76083 -0.808 -0.740 2.351
H -3.35468 0.84828 -4.16726 0.109 0.197 0.422
H -3.63080 2.54290 -3.61477 0.051 -0.203 0.018
H -4.87764 1.27637 -3.32277 0.659 0.190 -0.132
```
Positions in Å, forces in eV/Å.

Results
HOMO energy (spin up / spin down), Ha: -0.4838 / -0.4838
Orbital gap (spin up / spin down), eV: 4.15 / 5.05
Spin multiplicity: 3
Charge: +2
E_LUMO (spin up / spin down), eV: -9.01 / -8.12
Relative energy (zero: lowest compared OMol25 entry of this formula, charge and spin), kJ/mol: 0.0

Results of the Mulliken charge analysis, in e, for atoms 1 through 8: -0.858, 1.082, 0.760, 0.804, 0.903, -0.069, -1.872, 0.444

***

No. 2
The following is a quantum chemistry calculation of a molecular structure, C25H45BBrN3O12P3S, from the Open Molecules 2025 dataset.

XYZ file:
```
91
Properties=species:S:1:pos:R:3:forces:R:3
C -3.20931 -1.63736 -0.44484 0.253 -0.264 -0.355
C -3.83647 -1.61119 -1.83149 -1.145 -0.554 0.256
O -3.08095 -2.00784 -2.99464 0.917 1.686 1.233
P -1.81791 -1.15565 -3.60861 0.757 -1.705 -2.622
O -1.59798 -1.76461 -4.92961 -0.172 -0.101 -0.444
C -0.17783 -1.36830 -2.78027 0.140 1.040 1.133
C 0.66602 -0.05459 -2.72540 0.168 -1.071 0.168
C 2.10329 -0.31204 -2.14064 -0.985 -0.573 -0.366
P 2.65312 1.19191 -1.06969 -0.814 1.628 -3.733
C 2.90411 2.92714 -0.28869 0.668 -0.632 0.395
C 4.25657 3.17562 0.39549 -0.589 1.336 0.328
C 4.33756 4.56780 1.03686 -0.187 -0.852 -0.336
O 5.05265 4.82205 1.95376 0.337 0.379 0.377
O 3.52561 5.54966 0.47072 0.166 -0.103 0.288
C 4.00248 1.61058 -2.41084 1.222 0.257 0.003
B 5.30790 0.75536 -2.26558 -0.739 0.119 -0.320
O 6.41808 1.29840 -1.60278 -0.099 -0.105 0.250
O 5.40830 -0.50813 -2.83250 0.427 0.398 0.223
O 3.89751 0.39041 -0.12721 -0.631 0.117 1.671
C 3.47170 -0.50326 0.81484 1.157 0.508 -1.329
Br 4.22115 -2.17815 -0.10703 -0.176 -0.859 0.238
P 4.71944 -0.39274 2.22114 -0.121 -0.408 1.091
S 4.28547 0.38337 3.93661 0.156 0.189 0.200
C 1.89593 -0.35101 1.02639 -3.363 1.765 -0.179
N 1.01640 -1.48657 0.69949 2.057 -0.670 -1.313
C 1.41176 -2.68082 0.88885 0.378 -0.647 -0.154
C 2.17366 -3.19093 2.09851 -0.208 0.254 0.000
C 1.16619 -3.72644 -0.20184 -0.541 -0.008 0.759
N 1.42737 0.20332 2.31995 0.497 -0.389 0.653
C 0.27019 -0.47104 2.88866 -0.684 0.048 0.969
C 1.10912 1.60404 2.35733 0.555 1.624 -0.109
C 2.07899 2.62907 2.95233 0.061 -0.845 -0.029
O 0.01703 2.03607 2.10236 -0.749 -0.530 -0.053
O 1.47764 0.65160 0.09179 1.645 -0.450 0.817
O -2.19960 0.39005 -3.90920 -0.113 -0.572 1.835
C -2.42346 1.26168 -2.78652 0.228 1.453 -0.014
C -1.63939 2.57650 -2.95630 0.193 -0.006 0.022
H -3.98923 -1.93244 0.29191 1.087 0.438 -1.255
H -2.75028 -0.69270 -0.14654 0.011 -0.085 0.027
H -2.45043 -2.42111 -0.39377 0.085 0.011 0.008
H -4.36572 -0.66605 -1.99194 0.309 0.107 -0.249
H -4.63832 -2.35678 -1.77365 0.103 -0.007 -0.386
H -0.21630 -1.72767 -1.75060 -0.307 -0.001 0.075
H 0.37801 -2.10774 -3.35862 -0.564 -0.099 -0.250
H 0.08022 0.62015 -2.10813 0.370 0.408 -0.062
H 0.79135 0.30064 -3.75131 -0.321 0.452 0.187
H 2.03241 -1.26437 -1.60461 0.237 0.166 0.135
H 2.71516 -0.49307 -3.02859 0.384 0.024 0.342
H 1.72499 1.93167 -1.90991 -0.462 -0.177 0.546
H 2.02919 3.16452 0.32785 0.234 -0.121 0.248
H 2.85376 3.62440 -1.12638 -0.091 -0.280 -0.116
H 5.07627 3.17066 -0.33099 -0.097 -0.318 -0.031
H 4.50827 2.48405 1.19927 0.059 -0.072 -0.161
H 2.67769 5.48587 0.92867 -0.105 0.080 -0.223
H 3.59075 1.55048 -3.42296 -0.284 -0.299 0.227
H 4.35861 2.64770 -2.32228 -0.254 -0.045 0.143
H 6.79349 0.69379 -0.95504 0.149 -0.035 -0.162
H 6.32783 -0.78201 -2.72891 -0.123 -0.315 -0.085
H 5.83855 0.21122 1.60362 -0.341 -0.236 -0.318
H 5.12321 -1.72495 2.44977 -0.006 0.181 -0.439
H 1.40121 -3.52544 2.80620 0.028 0.043 -0.044
H 2.78596 -4.06328 1.87678 0.162 0.224 -0.027
H 2.73628 -2.40181 2.60650 -0.003 -0.164 -0.013
H 1.54523 -4.70261 0.10709 -0.235 -0.008 -0.009
H 1.74777 -3.41875 -1.07160 -0.142 0.104 0.010
H 0.11386 -3.79504 -0.48105 0.037 -0.006 -0.054
H -0.63510 -0.38688 2.28811 0.054 -0.162 -0.269
H 0.03026 0.05302 3.82421 0.127 -0.156 -0.069
H 0.43728 -1.51111 3.16914 0.272 0.135 -0.222
H 2.01818 2.46974 4.03603 0.258 -0.020 -0.093
H 3.11054 2.49080 2.64685 -0.053 0.052 0.172
H 1.71721 3.63571 2.75226 -0.060 -0.115 -0.196
H -2.12139 0.83474 -1.82517 -0.177 -0.348 -0.148
H -3.48061 1.54062 -2.74743 -0.037 -0.475 -0.026
H -1.36341 2.73764 -4.00101 -0.175 -0.078 0.027
H -2.23353 3.43017 -2.61883 -0.039 -0.108 -0.055
H -0.71325 2.58998 -2.37837 -0.032 -0.123 -0.083
C -9.50826 -1.53308 2.21175 -0.011 -0.005 0.004
C -8.97636 -0.26335 2.03116 -0.010 -0.144 0.023
C -7.60571 -0.09464 1.91675 -0.072 0.283 -0.033
C -6.78483 -1.20540 1.98120 -0.264 -0.117 -0.041
C -7.29832 -2.47571 2.16774 -0.003 -0.281 0.025
C -8.66967 -2.63736 2.28396 -0.055 0.141 -0.013
N -5.33218 -1.02981 1.83578 -0.233 -0.552 0.340
O -4.92884 0.09873 1.68681 0.384 -0.017 -0.041
O -4.63972 -2.04315 1.85994 -0.780 0.630 1.120
H -10.57978 -1.66261 2.29551 0.012 0.003 0.006
H -9.63069 0.59605 1.97657 0.029 0.013 -0.001
H -7.19194 0.89366 1.77631 0.129 -0.087 -0.012
H -6.64662 -3.33554 2.22109 0.116 0.107 -0.030
H -9.08540 -3.62552 2.42751 0.033 -0.004 -0.003
```
Positions in Å, forces in eV/Å.

Results
HOMO energy, Ha: -0.1866
Orbital gap, eV: 5.70
Charge: -1
E_LUMO, eV: 0.62

Results of the Mulliken charge analysis, in e, for atoms 1 through 8: -0.159, -0.541, -0.449, 0.855, -0.836, 0.074, 0.057, 0.306

***

| no. | E_tot (eV) |
| --- | --- |
| 1 | -51148.41422 |
| 2 | -165115.83919 |